(1)
The following is a quantum chemistry calculation of a molecular structure, C29H50BN7P2SSiTb, from the Open Molecules 2025 dataset.

```
! RIJCOSX wB97M-V def2-TZVPD def2/J DEFGRID3
* xyz 1 7
Tb 0.048 -0.120 -0.093
C -3.762 -0.905 -1.140
C -2.705 -0.968 -2.196
C -2.915 -1.345 -3.521
C -1.695 -1.210 -4.150
C -1.354 -1.477 -5.581
N -0.812 -0.772 -3.238
N -1.419 -0.621 -2.016
B 0.670 -0.450 -3.489
N 0.962 1.008 -3.067
N 0.571 1.526 -1.864
C 0.787 2.843 -1.930
C 0.439 3.759 -0.809
C 1.337 3.178 -3.164
C 1.428 1.988 -3.863
C 1.943 1.770 -5.249
N 1.557 -1.473 -2.732
N 1.331 -1.786 -1.423
C 2.082 -2.860 -1.153
C 2.049 -3.533 0.176
C 2.809 -3.230 -2.280
C 2.444 -2.330 -3.265
C 2.901 -2.275 -4.685
H -4.741 -0.930 -1.616
H -3.697 -1.745 -0.451
H -3.689 0.007 -0.550
H -3.846 -1.660 -3.964
H -2.250 -1.800 -6.107
H -0.969 -0.585 -6.075
H -0.602 -2.262 -5.672
H 0.901 -0.552 -4.653
H 0.817 3.369 0.128
H 0.880 4.741 -0.972
H -0.642 3.881 -0.716
H 1.615 4.161 -3.511
H 2.309 2.713 -5.648
H 2.762 1.050 -5.261
H 1.164 1.395 -5.915
H 1.717 -2.843 0.943
H 1.362 -4.381 0.164
H 3.035 -3.909 0.450
H 3.498 -4.056 -2.374
H 3.679 -3.019 -4.841
H 2.084 -2.483 -5.377
H 3.306 -1.296 -4.939
C 3.455 2.476 0.344
P 2.871 0.750 0.520
C 4.098 -0.131 -0.507
C 3.452 0.374 2.231
C 2.939 -0.965 2.774
P 1.094 -1.029 2.655
C 0.672 -0.005 4.114
C 0.690 -2.693 3.327
H 4.518 2.535 0.583
H 2.906 3.136 1.017
H 3.298 2.818 -0.680
H 5.106 0.213 -0.268
H 3.891 0.054 -1.563
H 4.032 -1.206 -0.340
H 3.102 1.194 2.862
H 4.543 0.412 2.238
H 3.247 -1.098 3.814
H 3.359 -1.797 2.204
H 1.096 -0.473 5.003
H -0.410 0.053 4.225
H 1.064 1.007 4.016
H 1.503 -3.063 3.953
H 0.486 -3.413 2.539
H -0.212 -2.601 3.930
C -5.388 -0.011 2.244
Si -4.288 0.379 3.699
C -3.813 -1.153 4.645
C -5.192 1.537 4.852
C -2.742 1.312 3.106
C -2.468 2.586 3.574
C -1.313 3.267 3.182
C -0.485 2.655 2.281
N -0.724 1.436 1.763
C -1.807 0.753 2.204
S -1.943 -0.896 1.657
H -6.410 -0.191 2.588
H -5.046 -0.899 1.708
H -5.415 0.825 1.540
H -4.713 -1.620 5.058
H -3.152 -0.909 5.483
H -3.311 -1.883 4.007
H -6.084 1.033 5.238
H -5.527 2.444 4.339
H -4.584 1.831 5.713
H -3.150 3.062 4.270
H -1.068 4.244 3.574
H 0.432 3.137 1.974
*
```

* orbital gap (spin up / spin down): 0.296 / 0.304 Ha
* strongest force on any atom: 0.27 eV Å⁻¹
* molecular weight: 788.6 g mol⁻¹

=====

(2)
The following is a quantum chemistry calculation of C2H5N3 in the gas phase in a non-equilibrium geometry, from the Open Molecules 2025 dataset.

```
! RIJCOSX wB97M-V def2-TZVPD def2/J DEFGRID3
* xyz 0 1
C -1.899 -0.296 0.020
C 1.564 0.326 -0.007
H -2.610 -1.119 0.011
H -2.268 0.725 0.082
H -0.152 1.465 0.101
H 2.128 1.269 -0.031
H 1.516 -1.563 -0.017
N -0.657 -0.537 -0.085
N 0.188 0.515 -0.083
N 2.189 -0.785 0.008
*
```

* orbital gap: 0.365 Ha
* SMILES string: [H]/N=C\NN=C
* strongest force on any atom: 1.03 eV Å⁻¹
* molecular weight: 71.1 g mol⁻¹

=====

(3)
The following is a quantum chemistry calculation of 2 unconnected molecules or ions with the total composition C2F3NO3S in a non-equilibrium geometry, from the Open Molecules 2025 dataset.

```
! RIJCOSX wB97M-V def2-TZVPD def2/J DEFGRID3
* xyz 0 1
C 0.395 1.113 0.566
C 1.299 1.397 -0.626
N -0.225 0.993 1.519
O -1.844 -0.920 -0.053
O -1.530 -2.887 1.746
O -1.032 -1.900 -0.691
F 2.319 2.212 -0.195
F 1.927 0.358 -1.127
F 0.758 2.096 -1.638
S -2.068 -2.463 0.499
*
```

* orbital gap: 0.410 Ha
* strongest force on any atom: 2.63 eV Å⁻¹
* molecular weight: 175.1 g mol⁻¹

=====

(4)
The following is a quantum chemistry calculation of 40 unconnected molecules or ions with the total composition H80O40 in a non-equilibrium geometry, from the Open Molecules 2025 dataset.

```
! RIJCOSX wB97M-V def2-TZVPD def2/J DEFGRID3
* xyz 0 1
H -3.895 -3.846 -3.062
H -2.667 -3.847 -2.229
O -3.060 -3.390 -3.000
H -0.906 5.247 0.323
H 0.321 6.113 -0.400
O -0.587 5.808 -0.390
H -2.708 -5.288 2.188
H -4.077 -4.827 1.610
O -3.131 -4.660 1.582
H -2.792 -1.350 -1.143
H -2.152 -0.204 -2.406
O -2.244 -0.760 -1.654
H 0.058 -1.689 1.266
H -0.311 -1.468 -0.363
O -0.149 -1.132 0.525
H 5.364 0.863 4.226
O 4.632 0.409 4.658
H -4.137 2.847 -2.568
O -4.772 2.260 -2.117
H 3.192 -1.667 1.738
H 2.553 -1.009 0.565
O 2.958 -0.782 1.410
H -2.807 -1.227 3.554
H -1.502 -0.745 3.133
O -2.144 -1.422 2.888
H 0.830 3.268 -2.227
H 0.137 4.282 -1.150
O 0.881 3.735 -1.387
H -5.211 0.740 2.292
H -3.835 0.931 1.607
O -4.281 0.871 2.465
H 3.333 -0.658 -4.106
O 3.806 -0.252 -3.378
H -2.221 -5.472 -1.673
H -2.712 -5.255 -0.156
O -2.973 -5.367 -1.092
H -4.672 4.587 0.495
H -3.306 3.977 0.275
O -4.076 3.921 0.849
H 3.597 2.425 0.855
H 2.984 1.558 1.716
O 3.096 2.523 1.680
H -0.516 -2.702 -1.963
H -1.076 -3.542 -0.825
O -0.293 -3.432 -1.371
H -1.477 3.600 -2.679
H -1.305 4.617 -1.533
O -1.979 4.160 -2.080
H 2.763 3.851 -4.334
H 2.420 4.779 -3.141
O 2.078 4.415 -3.967
H 2.863 3.286 3.916
O 3.073 2.823 4.748
H -1.303 -1.511 -3.296
H -0.311 -2.536 -4.168
O -0.494 -1.674 -3.782
H 4.224 -2.900 -1.393
O 4.467 -2.231 -0.757
H 2.565 -1.890 4.148
H 4.232 -1.790 4.094
O 3.427 -2.302 3.998
H 1.363 -0.086 3.280
H 1.459 -1.600 3.161
O 1.139 -0.907 3.744
H -1.583 -0.081 0.650
H -2.593 0.603 -0.161
O -2.053 0.766 0.619
H 0.096 0.557 -3.712
H 1.444 0.741 -4.350
O 0.962 0.894 -3.534
H 1.678 0.500 6.590
H 1.320 0.113 5.183
O 1.149 0.785 5.840
H -0.318 -6.224 2.926
H -0.123 -6.318 1.376
O -0.630 -5.916 2.086
H -1.775 5.297 3.900
H -2.633 5.148 2.578
O -1.824 5.490 2.972
H 3.846 -3.675 0.759
H 3.947 -4.264 2.106
O 3.286 -3.875 1.515
H -2.654 -0.935 -5.675
H -2.971 -0.498 -4.306
O -3.315 -0.423 -5.199
H 3.283 3.309 -0.541
H 3.021 3.390 -2.007
O 3.609 3.729 -1.330
H 2.323 -5.763 2.134
O 2.025 -6.267 1.366
H -4.862 -2.386 -2.030
H -5.324 -0.982 -2.636
O -5.579 -1.854 -2.375
H 2.196 3.017 5.112
H 3.935 1.091 4.692
H 4.388 -1.374 -1.191
H -4.009 2.075 -1.534
H 4.732 -0.486 -3.429
H 2.229 -5.530 0.753
O 5.416 0.027 1.148
H 4.428 -0.077 1.296
H 5.384 -0.753 1.738
O -2.739 -2.573 0.279
H -2.142 -2.820 0.988
H -3.639 -2.727 0.561
O 0.969 1.085 0.700
H 0.688 0.148 0.500
H 0.264 1.623 0.352
O 0.517 -3.972 -5.007
H 1.331 -4.440 -5.232
H 0.256 -3.691 -5.890
O 0.161 3.498 1.982
H 0.097 2.613 2.343
H 0.810 3.455 1.273
O 1.144 6.658 1.461
H 1.842 6.249 1.988
H 0.481 5.972 1.528
O -3.683 2.259 -4.497
H -2.969 2.847 -4.772
H -3.569 1.490 -5.081
*
```

* orbital gap: 0.357 Ha
* strongest force on any atom: 3.01 eV Å⁻¹
* molecular weight: 720.6 g mol⁻¹

=====

(5)
The following is a quantum chemistry calculation of a molecular structure, C24H47Br2CaCl5FN3O10P3Rb in a non-equilibrium geometry, from the Open Molecules 2025 dataset.

```
! RIJCOSX wB97M-V def2-TZVPD def2/J DEFGRID3
* xyz 0 1
C -1.976 -4.558 -2.566
C -2.603 -4.036 -3.864
O -3.579 -3.004 -3.648
C -3.048 -1.767 -3.282
C -4.030 -1.075 -2.311
O -3.482 -0.845 -1.019
C -2.769 0.406 -0.965
C -2.259 0.780 0.426
O -1.607 -0.281 1.101
C -0.192 -0.056 1.341
P 0.936 -0.668 0.044
C 1.028 0.184 -1.586
C 0.543 1.642 -1.646
C 0.990 2.661 -0.627
N -0.213 2.075 -2.597
O -0.546 -1.755 -0.626
C -0.461 -2.898 -0.065
N -0.505 -3.741 0.784
P 2.654 0.435 1.043
P 4.478 0.349 -0.089
O 5.655 0.399 0.810
O 4.519 -0.916 -1.114
O 4.449 1.649 -1.076
H -0.895 -4.383 -2.544
H -2.427 -4.092 -1.685
H -2.102 -5.641 -2.470
H -1.811 -3.639 -4.519
H -3.119 -4.836 -4.400
H -2.024 -1.817 -2.854
H -3.015 -1.132 -4.201
H -4.904 -1.727 -2.210
H -4.398 -0.133 -2.738
H -3.456 1.200 -1.271
H -1.890 0.283 -1.593
H -3.142 1.062 1.018
H -1.620 1.658 0.297
H -0.070 1.004 1.562
H 0.126 -0.610 2.251
H 1.613 -1.878 0.214
H 0.405 -0.418 -2.265
H 2.040 0.167 -2.004
H 1.942 3.108 -0.932
H 1.091 2.275 0.383
H 0.243 3.463 -0.619
H -0.401 1.324 -3.232
H 2.909 -0.355 2.185
H 4.661 -0.657 -2.026
H 4.115 1.455 -1.953
Rb -1.452 -0.045 -4.228
C 2.934 2.701 4.981
O 2.041 2.761 5.807
N 4.107 2.075 5.132
C 5.036 2.068 4.026
C 4.391 1.411 6.399
H 2.839 3.179 3.986
H 5.234 1.043 3.707
H 5.984 2.558 4.264
H 4.552 2.605 3.212
H 3.628 0.654 6.598
H 4.360 2.131 7.213
H 5.375 0.947 6.348
Cl -0.140 2.985 2.792
C -0.212 2.548 4.552
C -1.524 2.936 5.164
Cl -1.751 4.709 5.267
H 0.631 3.028 5.041
H -0.063 1.468 4.611
H -1.556 2.546 6.180
H -2.368 2.537 4.605
Br 1.645 -3.057 2.361
Ca -2.943 -2.021 0.969
O 1.370 0.343 7.462
H 1.339 0.907 6.670
C 2.769 -4.674 -1.520
Cl 2.114 -3.176 -2.256
Cl 1.483 -5.768 -1.073
Cl 3.894 -5.432 -2.642
H 3.306 -4.378 -0.625
C 3.672 3.018 10.444
O 4.511 2.456 9.446
H 3.514 4.062 10.180
H 2.705 2.512 10.473
H 4.137 2.971 11.435
H 4.649 1.531 9.656
F -3.032 -0.699 -8.044
C -4.184 -0.613 -8.768
C -4.175 -1.060 -10.071
C -5.351 -0.974 -10.803
C -6.498 -0.442 -10.229
C -6.474 0.003 -8.915
C -5.307 -0.084 -8.169
H -3.268 -1.465 -10.499
H -5.369 -1.325 -11.826
H -7.410 -0.375 -10.806
H -7.365 0.421 -8.467
H -5.269 0.251 -7.141
Br 1.636 -0.441 4.237
*
```

* orbital gap: 0.070 Ha
* strongest force on any atom: 4.14 eV Å⁻¹
* molecular weight: 1112.2 g mol⁻¹

=====

(6)
The following is a quantum chemistry calculation of 7 unconnected molecules or ions with the total composition C63H75F2N3O5P2S2Si in a non-equilibrium geometry, from the Open Molecules 2025 dataset.

```
! RIJCOSX wB97M-V def2-TZVPD def2/J DEFGRID3
* xyz 0 1
C 5.292 3.853 1.336
Si 5.562 2.207 0.325
C 6.300 0.935 1.627
C 3.871 1.560 -0.438
C 3.694 2.083 -1.980
C 2.228 1.655 -2.664
F 1.638 2.926 -3.147
F 2.532 0.900 -3.938
C 1.340 0.810 -1.583
C 1.575 -0.836 -1.396
P 2.896 -1.869 -2.344
O 2.276 -2.526 -3.833
O 4.391 -1.005 -2.550
C 0.676 -1.759 -0.330
C 0.906 -3.404 -0.186
C -0.112 -4.076 -1.330
O 0.564 -5.222 -1.959
C -0.469 -1.052 0.593
C -1.399 -1.981 1.620
C -2.652 -2.650 0.738
C -2.980 -4.109 1.410
S -3.600 -3.877 3.179
C -0.732 0.597 0.472
N -1.823 1.091 1.388
C -1.947 2.567 1.166
C -3.147 3.333 2.047
C -2.574 4.017 3.433
C -1.008 3.615 3.754
S -0.434 4.532 5.315
C -1.073 3.518 0.187
P -1.381 5.432 0.073
N -1.019 6.131 1.512
O -3.032 5.800 -0.423
O -0.318 6.125 -1.148
N -0.004 2.956 -0.686
C 0.170 1.465 -0.577
C 6.949 2.437 -1.008
C 7.268 3.847 -1.814
C 8.448 4.016 -2.971
C 9.364 2.676 -3.332
C 9.066 1.295 -2.496
C 7.905 1.108 -1.344
H 6.301 4.176 1.881
H 4.904 4.728 0.659
H 4.498 3.671 2.201
H 6.417 -0.126 1.117
H 5.581 0.875 2.563
H 7.340 1.330 2.059
H 3.043 1.950 0.310
H 3.935 0.388 -0.377
H 3.812 3.269 -1.992
H 4.534 1.639 -2.664
H 2.632 -3.483 -3.857
H 4.624 -1.004 -3.544
H 0.541 -3.836 0.840
H 2.022 -3.731 -0.319
H -0.507 -3.267 -2.086
H -1.076 -4.443 -0.729
H 0.030 -5.401 -2.805
H -0.779 -2.779 2.212
H -1.946 -1.320 2.449
H -2.444 -2.664 -0.413
H -3.615 -1.972 0.924
H -3.780 -4.658 0.749
H -1.940 -4.692 1.461
H -2.419 -3.971 3.977
H -3.910 2.483 2.393
H -3.785 4.072 1.382
H -3.239 3.676 4.347
H -2.738 5.193 3.341
H -0.273 3.985 2.892
H -0.971 2.446 3.863
H 0.420 5.580 4.879
H -1.869 6.639 1.876
H -3.366 4.908 -0.776
H -0.918 6.196 -1.965
H 6.630 4.823 -1.576
H 8.673 5.007 -3.556
H 10.212 2.692 -4.163
H 9.726 0.330 -2.738
H 7.703 0.117 -0.745
C 11.653 -4.443 -1.125
C 12.127 -4.342 -2.432
C 11.363 -3.696 -3.404
C 10.128 -3.143 -3.066
C 9.655 -3.241 -1.758
C 10.415 -3.895 -0.788
H 12.247 -4.949 -0.369
H 13.093 -4.767 -2.694
H 11.730 -3.623 -4.424
H 9.535 -2.636 -3.822
H 8.693 -2.809 -1.494
H 10.044 -3.976 0.230
C -6.100 0.809 -2.908
C -4.850 0.848 -2.290
C -4.659 1.629 -1.151
C -5.720 2.365 -0.624
C -6.971 2.324 -1.240
C -7.160 1.550 -2.385
H -6.248 0.203 -3.798
H -4.025 0.268 -2.697
H -3.683 1.664 -0.674
H -5.572 2.970 0.266
H -7.798 2.896 -0.829
H -8.133 1.522 -2.868
C -10.587 1.528 3.217
C -9.401 1.032 2.675
C -8.348 1.901 2.388
C -8.478 3.264 2.651
C -9.663 3.759 3.196
C -10.719 2.892 3.475
H -11.408 0.851 3.437
H -9.297 -0.032 2.476
H -7.427 1.515 1.960
H -7.656 3.941 2.432
H -9.763 4.822 3.403
H -11.643 3.279 3.894
C -16.188 6.227 2.964
C -15.252 7.259 2.914
C -13.907 6.972 2.685
C -13.499 5.651 2.496
C -14.436 4.619 2.542
C -15.779 4.906 2.780
H -17.236 6.451 3.146
H -15.571 8.289 3.055
H -13.177 7.776 2.653
H -12.451 5.427 2.313
H -14.118 3.590 2.393
H -16.508 4.101 2.822
C -5.568 -6.284 -2.679
C -4.649 -5.352 -2.196
C -4.814 -3.997 -2.481
C -5.904 -3.572 -3.240
C -6.825 -4.503 -3.720
C -6.655 -5.859 -3.443
H -5.437 -7.340 -2.460
H -3.803 -5.683 -1.599
H -4.094 -3.272 -2.110
H -6.036 -2.515 -3.458
H -7.676 -4.171 -4.310
H -7.370 -6.585 -3.821
C 14.418 -6.838 0.370
C 14.667 -8.053 -0.267
C 14.618 -9.245 0.456
C 14.310 -9.222 1.816
C 14.057 -8.007 2.453
C 14.115 -6.815 1.732
H 14.460 -5.910 -0.193
H 14.901 -8.071 -1.329
H 14.819 -10.190 -0.040
H 14.266 -10.151 2.379
H 13.814 -7.990 3.513
H 13.923 -5.869 2.230
*
```

* orbital gap: 0.234 Ha
* SMILES string: C[Si](C)(CCC(F)(F)c1c(P(O)O)c(CCO)c(CCCS)c2nc(CCCS)c(P(=N)(O)O)nc12)c1ccccc1.c1ccccc1.c1ccccc1.c1ccccc1.c1ccccc1.c1ccccc1.c1ccccc1
* strongest force on any atom: 8.16 eV Å⁻¹
* molecular weight: 1146.5 g mol⁻¹